Run A
Molecular formula: C7H15NO
Method: DFT, ωB97M-V with the def2-TZVPD basis set

## Properties
orbital gap = 10.400 eV

ORCA input file:
```
! wB97M-V def2-TZVPD RIJCOSX def2/J DEFGRID3
* xyz 0 1
C 1.32 1.91 0.86
C 1.85 0.68 0.71
C 2.12 0.15 -0.65
N 2.82 -1.02 -0.67
O 1.87 0.76 -1.67
H 1.27 2.39 1.82
H 1.26 2.56 0.00
H 2.13 0.08 1.56
H 3.03 -1.54 0.17
H 2.95 -1.48 -1.56
C -1.48 1.17 -0.22
C -1.22 -0.28 -0.40
C -2.46 -1.05 -0.80
C -0.58 -1.05 1.03
H -1.54 1.69 -1.17
H -2.34 1.36 0.41
H -0.55 1.65 0.27
H -0.44 -0.44 -1.14
H -2.26 -2.12 -0.84
H -3.26 -0.90 -0.08
H -2.81 -0.74 -1.79
H -1.45 -1.57 1.42
H 0.12 -1.88 0.98
H -0.32 -0.32 1.79
*
```

---

Run B
Molecular formula: C7H15NO
Method: DFT, ωB97M-V with the def2-TZVPD basis set

## Properties
orbital gap = 10.519 eV

ORCA input file:
```
! wB97M-V def2-TZVPD RIJCOSX def2/J DEFGRID3
* xyz 0 1
C -2.18 -0.21 0.82
C -1.21 -0.06 -0.35
C -1.84 -0.54 -1.65
C 0.12 -0.79 -0.08
C 1.31 0.19 0.15
C 1.71 0.27 1.62
N 2.40 -0.22 -0.74
C 0.85 1.56 -0.34
O 0.47 2.47 0.37
H -1.75 0.18 1.73
H -3.11 0.33 0.62
H -2.43 -1.27 0.97
H -1.03 1.06 -0.43
H -2.07 -1.60 -1.59
H -2.76 0.00 -1.86
H -1.15 -0.39 -2.49
H 0.02 -1.44 0.79
H 0.38 -1.39 -0.95
H 0.88 0.62 2.23
H 2.53 0.97 1.75
H 2.02 -0.71 1.99
H 3.18 0.43 -0.65
H 2.73 -1.14 -0.47
H 0.94 1.67 -1.43
*
```

---

run B is favored, and the nearest alternative lies 0.0228 hartree above it.

---

Run A
Molecular formula: C7H15NO
Method: DFT, ωB97M-V with the def2-TZVPD basis set

## Properties
orbital gap = 10.004 eV

ORCA input file:
```
! wB97M-V def2-TZVPD RIJCOSX def2/J DEFGRID3
* xyz 0 1
C -2.68 -0.61 -0.07
C -1.33 -1.47 0.13
C -0.16 -0.33 0.06
C -0.83 1.01 0.35
C -2.22 0.85 -0.29
H -3.18 -0.96 -1.01
H -3.35 -0.83 0.78
H -1.24 -2.25 -0.55
H -1.28 -1.92 1.09
H 0.14 -0.31 -1.01
H 0.74 -0.45 0.68
H -0.30 1.81 -0.18
H -0.89 1.25 1.41
H -2.24 0.93 -1.34
H -2.95 1.73 -0.02
C 2.94 -0.17 0.84
C 2.04 -0.31 -0.40
N 1.73 0.97 -0.75
O 1.65 -1.34 -0.98
H 2.80 -1.22 1.36
H 2.89 0.73 1.39
H 4.03 -0.23 0.46
H 1.11 1.37 -1.47
H 2.57 1.77 -0.49
*
```

---

Run B
Molecular formula: C7H15NO
Method: DFT, ωB97M-V with the def2-TZVPD basis set

## Properties
orbital gap = 9.872 eV

ORCA input file:
```
! wB97M-V def2-TZVPD RIJCOSX def2/J DEFGRID3
* xyz 0 1
C 0.71 -1.86 1.71
C 1.11 -1.42 0.34
C 1.32 -0.16 -0.03
C 1.79 0.20 -1.41
C 1.18 0.99 0.92
H 1.40 -1.49 2.46
H 0.68 -2.94 1.77
H -0.28 -1.48 1.95
H 1.25 -2.21 -0.39
H 1.17 0.99 -1.83
H 2.81 0.58 -1.37
H 1.77 -0.66 -2.07
H 2.11 1.17 1.44
H 0.91 1.90 0.39
H 0.41 0.79 1.67
N -2.25 1.94 -0.40
C -1.97 0.76 -1.19
C -1.87 -0.52 -0.41
O -2.05 -0.61 0.78
H -3.18 1.89 0.00
H -1.60 1.98 0.38
H -2.75 0.65 -1.95
H -1.03 0.90 -1.72
H -1.62 -1.41 -1.03
*
```

---

run B is favored, and the nearest alternative lies 0.0983 hartree above it.

---

Run A
Molecular formula: C20H24ClN3O3S
Method: DFT, ωB97M-V with the def2-TZVPD basis set

## Properties
orbital gap = 8.918 eV

ORCA input file:
```
! wB97M-V def2-TZVPD RIJCOSX def2/J DEFGRID3
* xyz 0 1
C -3.35 5.47 1.64
O -2.57 4.32 1.43
C -3.35 3.24 0.97
C -2.45 2.08 0.71
C -2.51 0.88 1.38
S -1.35 -0.25 0.81
C -0.74 0.89 -0.35
C 0.42 0.58 -1.19
O 1.46 1.20 -1.02
N 0.35 -0.49 -2.05
C 1.61 -0.87 -2.69
C 1.87 0.01 -3.90
C 0.68 0.01 -4.87
C -0.65 0.17 -4.14
N -1.79 0.16 -5.02
C -2.12 1.18 -5.83
O -1.48 2.22 -5.88
C -3.35 0.99 -6.68
C -3.79 -0.27 -7.08
C -4.93 -0.39 -7.86
C -5.63 0.74 -8.25
Cl -7.05 0.56 -9.22
C -5.19 2.01 -7.87
N -5.88 3.15 -8.24
C -4.05 2.12 -7.08
C -0.78 -0.79 -2.93
C -2.18 -0.81 -2.33
C -1.42 2.07 -0.26
H -2.69 6.26 1.99
H -3.83 5.81 0.71
H -4.13 5.30 2.39
H -4.11 2.97 1.71
H -3.89 3.51 0.05
H -3.17 0.62 2.18
H 2.42 -0.85 -1.96
H 1.52 -1.92 -2.99
H 2.08 1.03 -3.56
H 2.77 -0.32 -4.41
H 0.80 0.82 -5.59
H 0.68 -0.93 -5.43
H -0.64 1.18 -3.69
H -2.42 -0.63 -4.98
H -3.25 -1.17 -6.82
H -5.28 -1.36 -8.18
H -5.47 4.04 -8.08
H -6.63 3.05 -8.89
H -3.69 3.10 -6.79
H -0.60 -1.80 -3.30
H -2.90 -1.16 -3.06
H -2.23 -1.49 -1.48
H -2.52 0.18 -2.01
H -1.17 2.93 -0.88
*
```

---

Run B
Molecular formula: C20H24ClN3O3S
Method: DFT, ωB97M-V with the def2-TZVPD basis set

## Properties
orbital gap = 8.668 eV

ORCA input file:
```
! wB97M-V def2-TZVPD RIJCOSX def2/J DEFGRID3
* xyz 0 1
C 6.59 2.58 -1.66
O 5.74 2.40 -0.56
C 5.13 3.61 -0.16
C 4.19 3.34 0.97
C 4.20 3.99 2.17
S 2.98 3.45 3.23
C 2.43 2.31 2.07
C 1.29 1.43 2.38
O 0.58 1.61 3.34
N 1.07 0.41 1.41
C 1.84 -0.78 1.81
C 1.78 -1.84 0.73
C 0.33 -2.23 0.48
C -0.50 -0.99 0.17
N -1.90 -1.34 0.01
C -2.40 -1.77 -1.17
O -1.73 -1.85 -2.18
C -3.87 -2.12 -1.17
C -4.55 -2.52 -0.03
C -5.90 -2.84 -0.12
C -6.55 -2.74 -1.34
Cl -8.24 -3.15 -1.44
C -5.88 -2.34 -2.50
N -6.54 -2.21 -3.71
C -4.52 -2.04 -2.39
C -0.36 0.11 1.23
C -1.10 1.37 0.79
C 3.16 2.36 0.92
H 7.01 1.61 -1.91
H 6.04 2.97 -2.53
H 7.41 3.28 -1.43
H 5.89 4.34 0.15
H 4.59 4.05 -1.01
H 4.87 4.78 2.48
H 2.87 -0.47 1.99
H 1.45 -1.19 2.75
H 2.23 -1.45 -0.19
H 2.37 -2.71 1.03
H 0.24 -2.94 -0.34
H -0.08 -2.70 1.38
H -0.16 -0.58 -0.79
H -2.52 -1.22 0.80
H -4.05 -2.64 0.92
H -6.45 -3.17 0.74
H -5.96 -2.24 -4.53
H -7.41 -2.71 -3.80
H -3.96 -1.74 -3.26
H -0.80 -0.26 2.17
H -2.14 1.15 0.57
H -1.07 2.14 1.56
H -0.63 1.76 -0.12
H 2.97 1.72 0.07
*
```

---

run B is favored, and the nearest alternative lies 0.0088 hartree above it.